w) The following is a quantum chemistry calculation of C2H5N3O2S in the gas phase, from the OMol25 dataset.

Element x y z (Å)
N1 0.705 0.321 2.727
N2 1.584 0.027 1.430
C1 0.703 -0.036 0.394
N3 -0.643 0.113 0.556
S1 -1.902 -0.642 -0.257
O1 1.093 -0.532 -0.851
C2 0.711 0.122 -2.051
O2 0.285 1.195 -2.036
H1 0.719 1.248 2.799
H2 1.175 -0.022 3.675
H3 -0.933 0.066 1.490
H4 -2.334 0.460 -0.771
H5 0.792 -0.536 -3.026

Properties
molar mass	135.148	g mol⁻¹
SMILES string	N/N=C(\NS)OC=O
orbital gap	9.794	eV

x) The following is a quantum chemistry calculation of C2H5N3O2S in the gas phase, from the OMol25 dataset.

Element x y z (Å)
O1 -2.583 -1.109 0.673
C1 -1.790 -0.310 0.085
N1 -1.795 1.021 0.297
O2 -1.027 1.840 -0.498
N2 -0.789 -0.931 -0.758
C2 0.534 -0.958 -0.379
N3 1.106 0.053 0.311
S1 2.908 0.055 0.105
H1 -2.965 1.353 0.147
H2 -0.103 1.929 -0.081
H3 -0.991 -1.976 -0.857
H4 1.164 -1.711 -1.065
H5 3.129 0.289 1.600

Properties
molar mass	135.148	g mol⁻¹
SMILES string	O=C(NO)N/C=N/S
orbital gap	9.485	eV

w) is the most stable structure; the next one sits 79.3 kJ/mol above it.

w) The following is a quantum chemistry calculation of CH2N4 in the gas phase, from the OMol25 dataset.

Element x y z (Å)
C1 -0.115 0.762 -0.008
N1 0.345 -0.260 0.874
N2 0.799 -1.316 0.086
N3 -0.256 -1.390 -0.627
N4 -0.871 -0.377 0.148
H1 -0.364 1.639 0.423
H2 0.462 0.943 -0.895

Properties
molar mass	70.055	g mol⁻¹
SMILES string	C1n2nnn21
orbital gap	11.020	eV

x) The following is a quantum chemistry calculation of CH2N4 in the gas phase, from the OMol25 dataset.

Element x y z (Å)
C1 1.101 0.031 0.059
N1 -2.008 -0.072 -0.246
N2 -1.388 1.015 -0.146
N3 -1.012 -0.941 0.060
N4 -0.150 0.085 0.264
H1 1.602 -0.951 -0.152
H2 1.856 0.833 0.162

Properties
molar mass	70.055	g mol⁻¹
orbital gap	8.261	eV

y) The following is a quantum chemistry calculation of CH2N4 in the gas phase, from the OMol25 dataset.

Element x y z (Å)
C1 0.496 0.903 0.004
N1 -0.817 0.891 0.035
N2 -1.072 -0.446 -0.021
N3 0.008 -1.142 0.003
N4 1.020 -0.243 -0.031
H1 1.119 1.702 -0.131
H2 1.938 -0.542 0.204

Properties
molar mass	70.055	g mol⁻¹
SMILES string	c1nnn[nH]1
orbital gap	11.746	eV

z) The following is a quantum chemistry calculation of CH2N4 in the gas phase, from the OMol25 dataset.

Element x y z (Å)
C1 0.468 0.658 0.024
N1 -0.742 1.193 -0.011
N2 -1.592 0.141 -0.012
N3 -0.971 -0.990 0.026
N4 0.311 -0.677 -0.032
H1 1.470 1.064 0.018
H2 1.056 -1.389 -0.013

Properties
molar mass	70.055	g mol⁻¹
SMILES string	c1nnn[nH]1
orbital gap	11.562	eV

z) is the most stable structure; the next one sits 31.6 kJ/mol above it.